{
  "formula": "C46H58AsN6O3PtS",
  "method": "the ωB97M-V functional and the def2-TZVPD basis",
  "species": ["Pt", "O", "C", "C", "C", "C", "C", "C", "C", "O", "N", "N", "C", "C", "C", "C", "C", "C", "N", "H", "H", "H", "H", "H", "H", "H", "H", "H", "H", "C", "N", "C", "C", "S", "N", "C", "C", "H", "H", "H", "H", "H", "H", "H", "H", "H", "H", "H", "H", "C", "C", "C", "C", "O", "H", "H", "H", "H", "H", "H", "H", "H", "H", "C", "C", "C", "C", "C", "C", "As", "N", "C", "C", "C", "C", "C", "C", "C", "C", "C", "C", "C", "C", "C", "C", "C", "C", "C", "C", "H", "H", "H", "H", "H", "H", "H", "H", "H", "H", "H", "H", "H", "H", "H", "H", "H", "H", "H", "H", "H", "H", "H", "H", "H", "H", "H"],
  "positions_angstrom": [[0.6069, 0.4317, -0.0566], [-2.4502, 1.2828, -3.4261], [-3.1661, 2.1985, -2.7311], [-4.2447, 2.8226, -3.3501], [-4.9666, 3.7934, -2.6849], [-4.6151, 4.1635, -1.3922], [-3.5654, 3.5358, -0.7597], [-2.8314, 2.5350, -1.4054], [-1.7344, 1.8931, -0.7065], [-0.9080, 1.0787, -1.3469], [-1.5665, 2.1414, 0.5719], [-0.5263, 1.5286, 1.0924], [-0.1582, 1.6286, 2.3712], [0.9969, 0.9259, 2.7197], [1.5453, 0.8815, 4.0232], [2.6786, 0.1646, 4.2719], [3.2941, -0.5188, 3.2045], [2.7321, -0.4514, 1.9548], [1.6148, 0.2318, 1.6864], [-1.6452, 1.0957, -2.8935], [-4.4805, 2.5506, -4.3663], [-5.7979, 4.2727, -3.1764], [-5.1566, 4.9523, -0.8926], [-3.2644, 3.8111, 0.2389], [-0.7490, 2.2151, 3.0588], [1.0274, 1.4119, 4.8083], [3.1007, 0.1118, 5.2641], [4.1928, -1.0897, 3.3578], [3.1776, -0.9702, 1.1192], [-0.1393, -4.4955, 2.6902], [-1.4067, -4.1580, 3.2963], [-2.3509, -5.2571, 3.3286], [-1.7464, -2.8679, 3.4816], [-0.8053, -1.6362, 2.8221], [-2.8529, -2.5542, 4.1959], [-3.1989, -3.2437, 5.4275], [-3.3544, -1.1951, 4.1498], [0.1834, -5.4655, 3.0633], [0.6040, -3.7447, 2.9460], [-0.2215, -4.5375, 1.6012], [-2.2580, -5.8203, 2.3966], [-3.3747, -4.9003, 3.4094], [-2.1360, -5.9359, 4.1580], [-2.5247, -4.0737, 5.6115], [-4.2300, -3.6035, 5.3953], [-3.1112, -2.5428, 6.2618], [-3.2637, -0.8023, 3.1389], [-2.8000, -0.5430, 4.8313], [-4.4038, -1.2044, 4.4420], [3.1025, -0.7356, -3.3313], [2.6043, 0.1611, -2.1849], [2.1194, 1.5136, -2.7523], [3.7737, 0.4531, -1.2260], [1.5618, -0.4877, -1.5376], [3.9386, -0.2634, -3.8372], [2.3086, -0.9153, -4.0488], [3.4244, -1.6937, -2.9311], [2.9421, 2.0247, -3.2433], [1.7409, 2.1381, -1.9373], [1.3192, 1.3588, -3.4695], [4.5591, 0.9872, -1.7529], [4.1886, -0.4792, -0.8501], [3.4349, 1.0689, -0.3888], [0.6252, -4.5968, -7.6720], [-0.0511, -3.8786, -6.5478], [0.0972, -2.5103, -6.3828], [-0.4770, -1.8477, -5.3068], [-0.3087, -0.3653, -5.1775], [-1.2142, -2.5755, -4.3743], [-1.6665, -1.6128, -2.6579], [-0.7617, -2.6600, -1.6316], [0.4261, -3.1522, -1.3617], [1.0541, -2.8753, -0.1213], [2.2865, -3.4124, 0.1665], [2.9478, -4.2119, -0.7576], [2.3385, -4.5108, -1.9713], [1.0900, -4.0259, -2.2620], [-3.5029, -2.2152, -2.2296], [-4.4548, -2.1481, -3.2502], [-4.1401, -1.5065, -4.5677], [-5.7121, -2.6982, -3.0358], [-6.0485, -3.2870, -1.8272], [-7.3888, -3.9129, -1.6143], [-5.1144, -3.2626, -0.8013], [-3.8526, -2.7106, -0.9711], [-2.9226, -2.6711, 0.2050], [-1.4294, -3.9432, -4.5444], [-2.2772, -4.7676, -3.6220], [-0.8438, -4.5681, -5.6403], [1.2929, -3.9313, -8.2124], [-0.1137, -4.9879, -8.3693], [1.2000, -5.4401, -7.2935], [0.6827, -1.9489, -7.0967], [0.3418, 0.0248, -5.9577], [0.1167, -0.1300, -4.1991], [-1.2734, 0.1393, -5.2542], [0.5344, -2.2300, 0.5770], [2.7499, -3.2077, 1.1197], [3.9354, -4.5873, -0.5438], [2.8533, -5.1335, -2.6879], [0.6080, -4.2651, -3.1975], [-3.5974, -0.5717, -4.4096], [-5.0516, -1.2933, -5.1214], [-3.5209, -2.1606, -5.1860], [-6.4413, -2.6663, -3.8325], [-7.9919, -3.8577, -2.5147], [-7.9201, -3.4109, -0.8086], [-7.2755, -4.9587, -1.3356], [-5.3795, -3.6734, 0.1628], [-3.4832, -2.7351, 1.1360], [-2.3332, -1.7518, 0.2118], [-2.2269, -3.5109, 0.1767], [-2.0764, -4.5369, -2.5767], [-2.0933, -5.8266, -3.7860], [-3.3344, -4.5795, -3.8097], [-0.9959, -5.6310, -5.7742]],
  "mulliken_charge": [1.530, -0.304, 0.145, -0.654, -0.448, -0.827, -0.809, 0.408, 0.702, -0.278, -1.416, 1.183, -0.335, 0.536, -1.150, -0.434, -1.242, 0.102, 0.302, 0.049, 0.478, 0.436, 0.409, 0.470, 0.479, 0.503, 0.462, 0.469, 0.617, -1.363, 0.259, -1.269, -0.391, 0.373, 0.313, -1.236, -1.173, 0.398, 0.419, 0.403, 0.429, 0.400, 0.334, 0.442, 0.327, 0.381, 0.336, 0.339, 0.405, -1.466, 1.360, -1.394, -1.603, -0.721, 0.476, 0.015, 0.300, 0.552, 0.275, 0.067, 0.521, 0.273, 0.273, -1.631, 0.575, -1.095, -0.529, -0.279, 0.421, 2.273, 0.606, -1.015, 1.570, -1.583, -0.775, -1.008, 0.218, -0.651, 0.681, -1.442, -0.974, 0.700, -1.621, -0.719, 0.773, -0.721, 0.697, -1.349, -0.684, 0.380, 0.339, 0.360, 0.379, 0.621, -0.912, 0.263, 0.521, 0.548, 0.440, 0.461, 0.230, -0.014, 0.557, 0.171, 0.380, 0.359, 0.365, 0.350, 0.592, 0.607, -0.194, 0.069, -0.021, 0.512, 0.303, 0.455],
  "gap_ev": [5.124, 5.127],
  "spin_multiplicity": 1,
  "total_charge": 1,
  "e_homo_ev": [-10.14, -10.14]
}